{
  "formula": "C38H89F42N10O4P7",
  "method": "ωB97M-V/def2-TZVPD",
  "e_homo_ev": -5.6,
  "e_tot_ev": -243031.3610,
  "lumo_energy_ev": -0.165,
  "largest_force_ev_per_a": 19.225,
  "species": ["P", "P", "P", "P", "P", "P", "P", "F", "F", "F", "F", "F", "F", "F", "F", "F", "F", "F", "F", "F", "F", "F", "F", "F", "F", "F", "F", "F", "F", "F", "F", "F", "F", "F", "F", "F", "F", "F", "F", "F", "F", "F", "F", "F", "F", "F", "F", "F", "F", "O", "O", "O", "O", "N", "N", "N", "N", "N", "N", "N", "N", "N", "N", "C", "C", "C", "C", "C", "C", "C", "C", "C", "C", "C", "C", "C", "C", "C", "C", "C", "C", "C", "C", "C", "C", "C", "C", "C", "C", "C", "C", "C", "C", "C", "C", "C", "C", "C", "C", "C", "C", "H", "H", "H", "H", "H", "H", "H", "H", "H", "H", "H", "H", "H", "H", "H", "H", "H", "H", "H", "H", "H", "H", "H", "H", "H", "H", "H", "H", "H", "H", "H", "H", "H", "H", "H", "H", "H", "H", "H", "H", "H", "H", "H", "H", "H", "H", "H", "H", "H", "H", "H", "H", "H", "H", "H", "H", "H", "H", "H", "H", "H", "H", "H", "H", "H", "H", "H", "H", "H", "H", "H", "H", "H", "H", "H", "H", "H", "H", "H", "H", "H", "H", "H", "H", "H", "H", "H", "H", "H"],
  "positions_angstrom": [[0.138237, 2.826891, -3.157202], [-4.030443, -1.413139, 3.079278], [1.968407, 1.176981, 2.356828], [1.967577, -1.316239, -2.848892], [-3.700863, 2.665701, 0.509778], [-3.634213, -0.652529, -2.589652], [0.597767, -3.229459, 1.864948], [-3.129133, -0.078609, -1.094352], [-0.929103, 1.839121, -2.400012], [0.431397, -4.637799, 1.106658], [1.229797, 3.814851, -3.879712], [-3.600823, -0.019239, 2.276068], [1.452997, -2.568039, -3.843112], [-5.232893, 2.679751, 1.069998], [-4.516093, -1.844479, -2.047882], [-2.482723, 0.252161, -3.274622], [-2.426513, -1.946919, 3.007078], [-3.375653, 1.570801, 1.708418], [-4.746103, 0.416811, -2.785772], [2.059497, -3.585949, 2.543838], [-0.553573, 2.498381, -4.635722], [-2.508663, -1.809069, -2.599592], [-0.882853, -2.848269, 1.191378], [-0.197513, -3.864449, 3.170538], [0.468767, -1.137069, -2.227252], [0.837047, 3.134101, -1.710652], [2.508007, -0.119929, -1.833882], [1.349207, 1.542471, 0.893908], [0.717017, -1.765429, 2.414398], [3.424057, 0.774181, 1.771168], [-4.145333, 1.337391, -0.339322], [-2.148763, 2.671181, 0.054658], [1.177857, -2.665399, 0.425848], [2.463347, 2.754461, 2.415798], [-5.557583, -0.878779, 2.977298], [0.428137, 1.300171, 2.828638], [2.363417, -2.440559, -1.719502], [1.631217, -0.414879, 2.190318], [-0.839643, 4.062971, -2.929782], [-4.082473, 3.795821, -0.580552], [1.113027, 1.554741, -3.321862], [-3.971583, -1.178209, -4.125182], [-4.523823, -2.774569, 3.802468], [2.455027, 0.939661, 3.851018], [1.600677, -0.139419, -3.980772], [3.471237, -1.410399, -3.444162], [-3.419723, 3.846021, 1.472608], [-4.225193, -2.204899, 1.695758], [-3.577533, -0.826819, 4.527738], [5.910827, -1.334379, 3.053308], [-1.119723, -2.796619, -0.836182], [-2.595423, -0.983269, 1.350558], [0.237367, -3.034839, -6.947732], [-0.585033, 4.151121, 1.987118], [3.855647, -1.886779, 0.770148], [-0.466503, -0.431609, -5.421812], [0.953337, -1.281139, 4.696208], [-0.932353, -0.060229, 4.717938], [-2.982073, -4.845179, 1.016418], [1.978887, 5.553071, -1.909572], [-1.247723, 4.516771, -0.021222], [-0.525163, 0.131551, -0.495442], [2.666737, 3.837931, -0.685232], [-0.223943, 3.611201, -0.166152], [3.604217, -0.705319, -0.177422], [0.094477, -0.564419, 3.926768], [-3.371563, -3.852219, -0.132012], [-1.371203, 1.379911, -0.322242], [-2.484693, -2.669769, -0.386082], [5.378277, -2.168179, 0.826038], [-1.441783, 4.974431, 1.281488], [-2.048043, 4.896721, -1.223822], [-2.960583, 6.164801, -0.952972], [-0.298703, -0.562449, 0.904558], [2.438317, 4.892431, 0.152588], [0.448557, -1.214599, 5.994358], [-0.441183, 4.096901, 3.445728], [-1.146133, -0.869569, -1.451722], [-0.676123, -0.436079, 6.026848], [-2.981753, -4.188829, 2.409358], [0.149747, 3.317001, 1.148048], [2.442797, 4.227271, -1.959982], [0.752577, 0.687771, -1.157352], [-0.572833, -0.706429, -3.912102], [0.913417, -0.941819, -5.898202], [1.726887, 6.351991, -3.063462], [4.321057, 2.415671, 0.630018], [3.096857, 2.461071, -0.362452], [-1.442963, -0.388859, 1.866198], [-1.655193, -0.981099, -6.110432], [-4.093633, -5.931239, 0.944088], [2.196567, -1.987679, 4.367728], [-2.046933, 0.659151, 4.240308], [-0.533573, 1.094821, -5.594542], [3.408027, -3.084449, -0.088482], [-1.653813, -5.530739, 0.835348], [2.500757, -3.313389, 5.117818], [1.993727, 5.952871, -0.595442], [6.083847, -1.105619, 1.692648], [3.079867, -1.830059, 2.132918], [1.048797, -2.453619, -5.882212], [1.708517, -4.056439, 5.026548], [-1.349133, 5.192861, -2.006082], [-2.381773, -4.866669, 3.016538], [-2.406533, 1.205381, -0.029462], [0.349247, -3.985029, -6.868772], [-0.516803, -1.754469, -1.546552], [1.449037, -0.129699, -0.970832], [1.661957, -0.587139, -5.189692], [-3.968813, -6.377019, -0.042722], [0.980717, -1.712589, 6.791368], [-1.767993, 1.705571, 4.116578], [-2.691043, 4.121801, -1.641112], [1.153277, 7.240181, -2.798542], [2.581597, -0.649909, -0.550622], [0.475667, -0.003909, 1.430378], [6.520277, -0.772549, 3.537558], [4.330607, -0.748679, -0.988942], [2.006727, -1.737249, 1.966058], [-1.793143, -2.006379, -5.767092], [3.429757, -3.739959, 4.739558], [2.561527, -3.152309, 6.194128], [0.200707, 1.578661, -4.950482], [2.057437, -2.830969, -6.050622], [-4.367903, -3.434899, 0.013708], [-3.648073, 6.332351, -1.782062], [-1.467873, 1.507921, -5.214372], [-3.400983, -4.420559, -1.061652], [-1.146183, -0.952159, 2.750918], [0.598837, 0.914561, -2.212352], [-1.448823, -0.907419, -7.178172], [0.575367, 3.813991, 3.719028], [-0.665643, 5.078521, 3.863018], [-1.508133, 0.665901, 2.133258], [-1.531943, -5.970749, -0.154422], [-1.206963, -0.402729, -2.434812], [-1.594503, -0.618499, -3.542572], [3.399717, 2.003401, -1.304212], [5.633817, -0.135989, 1.479588], [-3.980343, -6.669069, 1.738368], [-2.680173, -2.138359, 0.545308], [-2.857593, 0.553281, 4.961228], [-2.322253, 7.048321, -0.956272], [7.133357, -1.089509, 1.398788], [3.987237, 2.914751, 1.539738], [-3.483493, 5.984551, -0.013732], [3.492297, -0.944729, 2.616838], [-3.240493, -1.158229, 2.039658], [5.519387, -3.161899, 1.251138], [1.772837, 6.991021, -0.395772], [2.506047, 3.728181, -2.915662], [0.256727, -0.475569, 2.862728], [2.935707, -1.213669, 4.574328], [3.821417, -2.991409, -1.092752], [0.029897, 3.167691, -1.117612], [-2.507103, -0.342919, -5.875722], [-2.236393, 5.625611, 1.614598], [-4.053523, -4.131199, 2.599328], [-0.412563, 1.348111, -6.647782], [4.620797, 1.442081, 1.017798], [-5.036223, -5.390359, 1.028118], [-1.552703, -6.249699, 1.648348], [-0.804443, 2.035351, 0.339028], [1.014907, -0.556199, -6.912642], [5.827467, -2.214489, -0.166022], [-2.099243, -1.138779, -0.996522], [-2.264483, 0.283421, 3.240508], [3.286777, -2.753339, 2.674078], [1.050827, 5.860711, -3.763232], [0.068107, -0.036389, -3.339102], [-3.019203, -2.035409, -1.093182], [0.904027, -2.914329, -4.905032], [3.647497, -4.030759, 0.396548], [3.897097, 0.168021, 0.405328], [2.322427, -2.994489, -0.126712], [-1.474403, 1.853811, -1.298392], [-2.497273, -3.212449, 2.401538], [0.112057, -1.538399, 0.645908], [2.214227, 1.993351, 0.073808], [2.586977, 6.605981, -3.683002], [-1.038103, 3.272231, 3.835218], [-1.361623, -0.179099, 6.820858], [1.034167, 1.572101, -0.585722], [2.313077, -2.167959, 3.299068], [2.637467, 4.824001, 1.211868], [-0.875033, -4.776429, 0.947668], [5.297277, 2.805891, 0.342218], [-0.438233, -2.652589, -0.175562], [0.769157, 2.488461, 1.458288], [-0.434723, -1.734439, -3.577112]],
  "forces_ev_per_angstrom": [[-1.92, -0.27, -3.04], [-7.45, -1.90, 7.72], [2.04, -0.36, 2.29], [1.48, -1.09, -1.05], [-5.41, -2.57, 1.73], [-0.21, -0.90, -1.75], [-3.77, -4.07, 0.35], [-4.44, -2.11, -4.86], [2.70, 2.95, -8.50], [5.85, 0.72, 1.14], [-1.65, -1.12, -1.35], [-12.27, 2.61, 12.19], [3.68, 2.35, 7.73], [-0.21, 0.36, -0.26], [-2.71, 0.79, 1.04], [-5.81, 5.15, 0.36], [-1.39, -1.92, 7.74], [1.66, 7.93, -2.68], [-0.49, 0.55, 0.89], [-5.37, -5.82, -2.17], [-1.26, 16.39, 9.97], [-0.74, -1.91, -3.52], [1.84, -2.01, 6.57], [1.43, 1.18, -0.88], [13.23, -3.59, -1.55], [7.71, -2.77, -11.68], [4.28, 0.30, -9.48], [1.82, -6.93, 3.81], [-6.04, -12.86, 0.47], [-3.36, 0.10, 3.85], [-1.07, 5.07, 0.82], [-11.30, 12.01, 3.24], [-1.95, -0.38, 1.85], [-1.60, -1.32, 1.40], [1.09, -0.24, 1.08], [1.35, 3.40, 0.77], [-3.05, 2.55, -4.66], [6.47, 14.02, -0.05], [1.95, -1.98, -2.34], [-1.15, -1.60, -0.51], [0.56, 6.80, -2.33], [-0.33, 0.21, -0.13], [-0.02, 1.07, 0.97], [-0.02, 0.45, -0.10], [5.14, -2.37, 4.44], [-0.67, -0.11, -0.13], [0.49, 1.57, 2.36], [-3.16, -0.66, -0.19], [-3.42, -2.50, -0.62], [0.00, -0.69, 0.94], [-2.61, -8.93, 0.01], [10.57, -1.16, -9.52], [0.13, 0.22, -0.12], [-0.30, 1.03, -0.33], [1.23, -1.96, -2.38], [0.39, 0.11, 0.77], [-2.65, 0.36, 1.56], [3.77, -1.83, 0.06], [-1.13, -0.98, -0.49], [1.78, -3.43, 0.16], [0.66, 4.00, 0.22], [0.22, 0.14, -0.19], [2.35, 1.12, -1.85], [-4.15, 4.15, 8.59], [2.27, -0.78, 3.49], [-1.15, 0.39, 4.13], [1.33, -1.21, -1.58], [2.30, -7.95, 0.52], [-1.04, -1.88, 1.00], [-0.56, 1.16, 2.07], [2.67, -2.93, -2.16], [-0.60, 3.73, 0.31], [1.22, -1.20, -0.04], [-0.21, 3.52, -3.69], [-0.22, 1.07, 0.16], [0.15, 0.27, 0.52], [0.14, -0.12, -0.32], [-1.03, 4.20, 3.64], [0.56, -0.79, -0.83], [-0.33, -2.48, -2.10], [-1.94, 4.26, -0.35], [1.82, 4.29, 2.14], [-3.35, -1.08, 4.77], [-1.39, -0.47, -3.63], [-1.17, -1.49, -2.45], [-1.27, 0.84, -1.41], [1.19, 1.55, -0.46], [2.98, 0.71, -0.36], [0.29, -1.65, -3.87], [0.49, -0.28, -0.22], [1.10, 1.39, -0.07], [0.49, 0.69, 1.71], [0.28, 2.67, 0.61], [1.02, -8.18, -4.05], [1.40, -1.07, 2.19], [-1.60, 0.75, -0.34], [-0.96, 0.89, 0.39], [0.50, -0.19, 0.15], [-0.28, -0.07, -1.27], [7.41, 0.18, -3.29], [-1.61, -1.29, -3.39], [-0.07, 0.09, -0.46], [-0.80, 1.00, 1.70], [-0.58, -0.09, 0.37], [3.01, -4.75, -0.11], [-0.14, -0.05, -0.07], [-3.64, 2.59, 0.92], [-3.77, 2.50, 2.09], [-0.53, -0.47, -3.67], [-0.26, -0.12, 0.17], [-0.25, 0.13, -0.02], [0.02, 0.07, 0.00], [1.00, 0.07, 0.45], [0.46, 0.16, 0.32], [1.92, -1.42, 3.50], [-3.09, -0.82, -3.26], [0.00, 0.02, 0.09], [-0.31, -0.70, -0.10], [5.20, -1.49, -1.53], [-0.26, 0.14, -0.36], [0.01, 0.15, 0.09], [0.48, 0.09, 0.01], [2.78, -5.97, -3.74], [0.66, 0.90, -0.36], [0.14, -0.42, 0.35], [-0.19, -0.42, 0.17], [-1.32, -3.32, -1.66], [-0.16, -0.88, 0.15], [-0.65, 0.78, -1.57], [0.04, -2.35, 4.06], [-0.12, -0.39, -0.04], [0.13, 0.34, -0.28], [-0.22, -0.29, 0.15], [0.07, -0.15, -1.31], [-0.39, -0.15, 0.03], [0.13, 0.46, 4.35], [2.79, -1.14, -3.76], [-0.26, 0.08, -0.06], [0.29, 0.14, -0.46], [0.14, 0.18, -0.01], [1.82, -0.40, -1.33], [0.99, 1.31, -0.28], [0.00, 0.12, 0.53], [0.18, 0.07, 0.06], [1.03, 0.22, -0.59], [-0.29, 0.56, -0.25], [0.24, -1.06, -0.20], [7.79, 0.92, -10.03], [-0.14, 0.09, 0.25], [-0.05, -0.28, 0.45], [1.21, -0.11, 1.20], [-1.73, 1.42, 4.01], [0.49, -0.42, 0.38], [1.10, -0.51, 1.23], [-6.27, 0.67, 6.02], [0.08, -0.30, 0.23], [0.55, -0.11, 0.15], [0.85, -0.37, 0.57], [0.07, -0.19, -0.13], [0.56, 1.44, -1.52], [-0.03, -0.29, -0.03], [-0.09, -0.21, -0.19], [1.18, -4.12, -0.08], [0.09, -0.12, -0.16], [-0.55, 0.37, -0.14], [4.24, 1.47, 0.12], [-0.40, 1.10, 2.56], [3.12, 1.54, -1.30], [0.07, -0.21, 0.32], [-2.62, -0.23, -2.59], [0.15, -2.66, 1.96], [-2.74, -0.52, -4.05], [0.54, 0.07, 0.32], [-0.33, -1.19, -1.82], [3.75, -1.44, -0.44], [-0.96, -2.18, 4.59], [-0.49, -2.52, -0.84], [-1.53, 3.67, -0.14], [3.48, 1.19, -2.15], [0.34, 0.10, 0.58], [-0.38, 0.59, 0.06], [0.19, -0.11, -0.07], [-1.26, -1.62, -2.81], [-1.53, 0.82, 4.06], [-0.21, 0.01, -0.21], [-3.43, -1.47, -0.65], [-0.36, 0.88, -0.91], [-1.65, -0.40, -1.55], [-3.17, 4.96, 0.66], [0.17, 0.12, -2.30]]
}